DFT (ωB97M-V/def2-TZVPD) results for a structure of composition C40H45AsCl5N2PPtSSeSi.

Output
- orbital gap (alpha / beta) (eV) = 7.29 / 6.33
- multiplicity = 3
- energy relative to the best compared isomer or geometry (same formula, charge and spin) (eV) = 0.0000

Last column: Mulliken spin population.
Element x y z (Å)
Pt1 -1.62435 0.35222 -0.42249  0.816
C1 1.64475 1.01933 0.48469  -0.017
C2 1.80379 1.95205 -0.70132  0.050
As1 3.11285 3.40925 -0.49315  -0.001
C3 2.64349 3.99270 1.30931  -0.001
C4 2.83569 3.23615 2.46356  0.001
C5 2.43247 3.72218 3.69732  0.001
C6 1.83145 4.97019 3.79344  0.000
C7 1.63745 5.73090 2.65247  0.000
C8 2.04675 5.24524 1.41850  0.000
C9 4.67413 2.30381 -0.08639  0.000
C10 4.87870 1.10927 -0.77328  0.000
C11 6.03615 0.36902 -0.58106  0.000
C12 7.00759 0.81256 0.30343  0.000
C13 6.81665 2.00365 0.98755  0.000
C14 5.66016 2.74399 0.79233  0.000
P1 0.50799 -0.36075 0.10327  0.247
C15 1.53903 -1.39295 -0.98755  -0.007
C16 1.06442 -1.81422 -2.22193  -0.001
C17 1.87798 -2.54297 -3.07843  0.003
C18 3.17152 -2.86162 -2.70373  0.000
C19 3.66006 -2.44020 -1.47291  0.001
C20 2.85150 -1.70794 -0.62247  0.007
C21 0.43137 -1.27319 1.68485  0.037
C22 -0.14232 -0.59748 2.76558  0.000
C23 -0.26037 -1.21772 3.99801  -0.007
C24 0.17602 -2.52676 4.16317  0.015
C25 0.72643 -3.21044 3.09002  -0.007
C26 0.85536 -2.58799 1.85486  0.044
H1 1.21402 1.55162 1.33290  0.007
H2 2.59732 0.59002 0.81157  -0.001
H3 0.84987 2.43251 -0.93592  0.006
H4 2.11003 1.41294 -1.60382  0.001
H5 3.30259 2.25947 2.40260  0.000
H6 2.58574 3.12386 4.58625  0.000
H7 1.51189 5.34506 4.75577  0.000
H8 1.16148 6.69938 2.71866  0.000
H9 1.88878 5.84375 0.52858  0.000
H10 4.13318 0.74538 -1.46967  0.000
H11 6.17997 -0.55395 -1.12690  0.000
H12 7.90918 0.23589 0.45640  0.000
H13 7.57119 2.35990 1.67593  0.000
H14 5.52533 3.67164 1.33664  0.000
H15 0.05449 -1.56901 -2.51275  -0.009
H16 1.49629 -2.85869 -4.03882  0.000
H17 3.80494 -3.43022 -3.36946  0.000
H18 4.67175 -2.68228 -1.17722  0.000
H19 3.24846 -1.38085 0.32982  0.000
H20 -0.50453 0.41847 2.63281  -0.003
H21 -0.69705 -0.67947 4.82876  0.000
H22 0.08277 -3.01243 5.12485  0.001
H23 1.05860 -4.23330 3.21070  0.000
H24 1.26723 -3.13869 1.02065  0.003
C27 -3.78788 -4.94874 -2.78806  -0.006
C28 -4.55520 -3.93440 -1.95776  0.009
N1 -3.95599 -3.70889 -0.65110  0.001
C29 -2.94988 -2.85705 -0.41793  -0.010
S1 -2.32734 -1.88606 -1.66352  0.098
N2 -2.48693 -2.75453 0.83501  0.050
C30 -3.11901 -3.29517 2.02741  0.007
C31 -2.70803 -4.73168 2.32839  0.002
H25 -4.26457 -5.07479 -3.75859  0.000
H26 -3.75919 -5.92135 -2.29551  0.000
H27 -2.76625 -4.60876 -2.94886  0.004
H28 -5.57987 -4.26433 -1.78017  0.001
H29 -4.59914 -2.97050 -2.46634  -0.001
H30 -4.20821 -4.35053 0.08280  0.001
H31 -1.78600 -2.03265 0.96737  0.020
H32 -4.20533 -3.19748 1.93517  0.001
H33 -2.82755 -2.64210 2.85041  -0.002
H34 -2.95240 -5.40649 1.50679  0.000
H35 -3.21481 -5.09181 3.22270  0.000
H36 -1.63270 -4.79051 2.49225  0.000
Cl1 -0.78213 3.01175 1.55267  0.007
C32 -2.42301 2.46981 1.70178  0.049
C33 -2.86544 1.37703 0.95502  0.239
C34 -4.19533 1.02075 1.15919  -0.095
Cl2 -4.87791 -0.29784 0.24893  0.005
C35 -5.04325 1.68753 2.04191  -0.003
Cl3 -6.68025 1.18596 2.24812  0.004
C36 -4.56180 2.77035 2.76447  0.007
Cl4 -5.58979 3.61649 3.85611  0.001
C37 -3.23838 3.16719 2.58953  -0.001
Cl5 -2.63598 4.51339 3.48426  0.002
C38 -1.87987 3.23756 -5.03861  0.021
Si1 -1.63744 1.66359 -4.05419  -0.017
C39 0.08494 0.97471 -4.37527  0.019
C40 -2.93386 0.42569 -4.57632  0.012
Se1 -1.89361 2.32878 -1.88827  0.383
H37 -1.65101 3.07458 -6.09291  0.003
H38 -1.23452 4.03353 -4.66882  0.000
H39 -2.91253 3.57850 -4.96320  0.001
H40 0.58710 1.54714 -5.15536  0.001
H41 0.04819 -0.06461 -4.70172  -0.001
H42 0.69592 1.02907 -3.47539  0.001
H43 -2.77079 0.13170 -5.61436  0.001
H44 -3.92703 0.86782 -4.49631  0.001
H45 -2.91621 -0.47194 -3.95773  -0.001

Cartesian forces (eV/Å) of the 6 atoms listed first:
Pt -0.3 -0.5 -0.5
C 0.0 -0.1 0.1
C 0.0 0.0 -0.1
As 0.1 0.0 0.0
C 0.0 0.0 0.0
C 0.0 0.0 0.0



DFT (ωB97M-V/def2-TZVPD) results for a cluster of 10 separate species, C40H45Cl4N3O6 in total.

Output
- orbital gap (alpha / beta) (eV) = 7.32 / 2.54
- multiplicity = 2
- total charge = +1

Last column: Mulliken spin population.
Element x y z (Å)
C1 4.49021 4.37434 1.20234  0.000
Cl1 3.89062 6.05043 1.62029  0.000
Cl2 3.80529 3.21136 2.29324  0.000
Cl3 4.01468 3.97991 -0.54484  0.001
Cl4 6.24708 4.46623 1.26471  0.000
C2 -0.17917 0.88804 3.28953  0.002
N1 -0.29410 -0.54567 3.67201  -0.001
O1 -1.02857 -1.31245 3.04881  0.000
O2 0.34034 -0.89928 4.61555  0.000
H1 -0.69326 1.61797 3.91484  0.000
H2 -0.72710 0.91485 2.34764  0.000
H3 0.85137 1.13213 3.03163  0.000
C3 5.95961 2.10405 -3.10787  0.000
N2 5.04793 1.05060 -3.57116  0.000
O3 5.40410 0.40629 -4.52705  0.000
O4 3.96253 0.93521 -2.98371  0.000
H4 5.17491 2.82263 -2.87125  0.000
H5 6.66717 2.31003 -3.91101  0.000
H6 6.52553 1.71032 -2.26359  0.000
C4 -2.44191 -4.43641 1.87897  0.000
N3 -1.24239 -4.31667 0.96367  0.000
O5 -0.28954 -4.92236 1.40634  0.000
O6 -1.31753 -3.62497 -0.07149  0.001
H7 -3.05117 -3.53996 1.76370  0.000
H8 -2.20740 -4.47367 2.94279  0.000
H9 -3.01058 -5.27391 1.47487  0.000
C5 -2.54857 -1.34596 -2.25673  0.156
C6 -2.63093 -0.19821 -3.05727  0.194
C7 -3.66207 0.76141 -2.94252  -0.024
C8 -4.66211 0.56395 -1.98199  0.220
C9 -4.61692 -0.60352 -1.17969  0.138
C10 -3.62569 -1.53599 -1.28210  0.006
H10 -1.78663 -2.07106 -2.50181  0.052
H11 -1.98378 0.04677 -3.88647  0.007
H12 -3.65493 1.70488 -3.46809  0.005
H13 -5.39197 1.34956 -1.85353  -0.003
H14 -5.33707 -0.80476 -0.40040  0.004
H15 -3.59264 -2.40589 -0.64289  0.009
C11 2.87244 -3.40117 3.00403  0.000
C12 2.42790 -3.34141 1.64361  0.001
C13 3.28778 -3.63830 0.57745  0.000
C14 4.52252 -4.15600 0.85666  0.000
C15 4.97870 -4.15379 2.15304  0.000
C16 4.19214 -3.78331 3.23862  0.000
H16 2.25697 -3.17323 3.86172  0.000
H17 1.44194 -2.93556 1.47167  -0.001
H18 2.82920 -3.50231 -0.39085  0.000
H19 5.02787 -4.56260 -0.00687  0.000
H20 5.99349 -4.43496 2.39293  0.000
H21 4.75198 -3.80022 4.16204  0.000
C17 -0.04019 5.65264 2.43682  0.000
C18 -0.47438 6.12040 1.24263  0.000
C19 -1.49634 5.48100 0.61073  0.000
C20 -2.22049 4.46698 1.25105  0.000
C21 -1.70779 3.94338 2.42524  0.000
C22 -0.60423 4.50822 2.99045  0.000
H22 0.79984 5.92005 3.06070  0.000
H23 -0.05253 7.00132 0.78174  0.000
H24 -1.84167 5.84374 -0.34613  0.000
H25 -3.00766 3.89829 0.77846  0.000
H26 -2.18236 3.11816 2.93534  0.000
H27 -0.20626 4.01487 3.86489  0.000
C23 0.95075 -1.25632 -5.34340  0.001
C24 0.64443 -2.01297 -4.20729  0.011
C25 0.63605 -3.38524 -4.27605  0.001
C26 0.89502 -3.97793 -5.51654  0.000
C27 1.33605 -3.27644 -6.61521  0.000
C28 1.27755 -1.88925 -6.51945  0.000
H28 0.86974 -0.18313 -5.43334  0.000
H29 0.50979 -1.50680 -3.26280  -0.011
H30 0.28749 -3.95130 -3.42488  0.000
H31 0.74285 -5.04715 -5.51406  0.000
H32 1.49612 -3.69887 -7.59619  0.000
H33 1.45665 -1.29782 -7.40519  0.000
C29 -3.73598 -0.03009 2.01112  0.003
C30 -4.27728 1.21546 1.67622  0.010
C31 -5.34104 1.73565 2.45472  0.003
C32 -5.82797 1.01438 3.57289  0.000
C33 -5.34735 -0.27674 3.80764  0.009
C34 -4.24453 -0.71382 3.05811  -0.004
H34 -2.86449 -0.34859 1.45843  0.000
H35 -3.92589 1.77689 0.82317  -0.001
H36 -5.88288 2.65240 2.27476  0.000
H37 -6.69628 1.48466 4.01024  0.000
H38 -5.79183 -0.79215 4.64621  0.000
H39 -3.68711 -1.54847 3.45691  0.000
C35 0.19719 1.86040 -0.23572  0.041
C36 -0.29286 0.57390 -0.38970  0.064
C37 0.54350 -0.40129 -0.61207  0.007
C38 1.94349 -0.13623 -0.77765  0.020
C39 2.41602 1.13810 -0.33290  0.072
C40 1.48256 2.11279 -0.01267  -0.004
H40 -0.57084 2.61233 -0.13021  0.006
H41 -1.35137 0.36266 -0.35307  0.012
H42 0.25005 -1.43244 -0.74249  -0.015
H43 2.67060 -0.91414 -0.95810  0.001
H44 3.48840 1.24761 -0.26663  0.001
H45 1.78913 3.11352 0.25374  0.000

Cartesian forces (eV/Å) of the 6 atoms listed first:
C -0.1 1.4 -1.1
Cl 0.0 -1.1 -0.3
Cl 0.1 -0.1 0.0
Cl 0.5 0.6 1.3
Cl -0.2 -0.4 0.1
C -0.9 0.1 -2.3



DFT (ωB97M-V/def2-TZVPD) results for a structure of composition C40H46CrI2N4O6P2Si2.

Output
- orbital gap (alpha / beta) (eV) = 4.08 / 6.06
- multiplicity = 5
- total charge = -2
- energy relative to the best compared isomer or geometry (same formula, charge and spin) (eV) = 3.4184

Last column: Mulliken spin population.
Element x y z (Å)
Cr1 0.13409 -0.56138 -0.31668  3.028
C1 -2.36113 -4.04573 2.24738  0.007
Si1 -1.03116 -3.49719 1.01410  0.018
C2 0.52959 -4.45526 1.49267  0.004
C3 -1.55741 -4.04723 -0.68795  0.005
N1 -0.66685 -1.80719 1.07354  0.060
P1 -1.01749 -0.54865 2.03894  -0.111
C4 -0.37876 0.78609 1.19795  0.050
P2 -0.38457 1.99236 0.05151  -0.088
N2 0.74009 1.52011 -1.05743  0.003
Si2 0.90597 1.44630 -2.69703  0.001
C5 1.44392 3.01060 -3.58070  0.001
C6 4.26711 1.86244 -1.77517  -0.001
C7 -0.12517 0.37424 -3.78373  0.009
C8 0.26746 3.42607 1.00154  0.014
C9 1.60301 3.79976 0.90904  0.004
C10 2.11682 4.80566 1.71798  0.000
C11 1.29293 5.45166 2.62883  0.000
C12 -0.04477 5.08613 2.72188  0.000
C13 -0.55418 4.08258 1.91274  0.004
C14 -1.57183 2.94024 -1.03583  0.032
C15 -2.89148 2.63931 -1.34447  -0.034
C16 -3.63493 3.46456 -2.18233  -0.020
C17 -3.07072 4.60484 -2.72776  -0.001
C18 -1.75073 4.91748 -2.42911  0.001
C19 -1.01479 4.09895 -1.58837  -0.006
C20 -2.67784 -0.66182 2.64646  0.205
C21 -3.67005 -1.22384 1.76063  0.093
C22 -4.93235 -1.54095 2.38485  0.059
C23 -5.26413 -1.02489 3.60370  -0.031
C24 -4.34266 -0.26195 4.36089  0.195
C25 -3.05248 -0.12739 3.87733  -0.089
C26 0.03151 -0.65964 3.54646  0.048
C27 0.89312 0.37397 3.89723  -0.003
C28 1.73089 0.25272 5.00081  0.000
C29 1.71875 -0.90799 5.75892  0.000
C30 0.86094 -1.94724 5.41581  0.001
C31 0.02262 -1.82046 4.31921  -0.016
H1 -2.10568 -5.04870 2.60387  0.001
H2 -3.33967 -4.10081 1.76633  0.003
H3 -2.48465 -3.39141 3.11029  -0.007
H4 0.29480 -5.51325 1.64331  0.000
H5 0.94148 -4.06852 2.43129  0.000
H6 1.29741 -4.40364 0.71883  -0.001
H7 -1.46095 -5.13599 -0.75165  0.000
H8 -0.93936 -3.60005 -1.46770  0.003
H9 -2.59319 -3.77482 -0.90325  0.000
H10 2.01845 3.66208 -2.91989  0.000
H11 0.55473 3.55535 -3.90875  -0.001
H12 2.04576 2.77630 -4.45919  0.000
H13 3.50370 2.18017 -1.07261  -0.001
H14 4.57306 2.63665 -2.46879  0.000
H15 5.14385 1.41553 -1.31760  0.000
H16 0.17364 0.53812 -4.82348  0.000
H17 -1.17060 0.66216 -3.64918  0.000
H18 -0.06644 -0.68425 -3.53418  0.003
H19 2.23840 3.28306 0.20115  -0.004
H20 3.16167 5.08188 1.63823  0.000
H21 1.68932 6.23499 3.26332  0.000
H22 -0.69404 5.58298 3.43310  0.000
H23 -1.59629 3.79416 2.00284  0.003
H24 -3.35481 1.74364 -0.97249  0.029
H25 -4.65850 3.19034 -2.40631  0.000
H26 -3.64726 5.24576 -3.38404  0.000
H27 -1.28759 5.80381 -2.84725  0.000
H28 0.00698 4.37366 -1.35713  0.000
H29 -3.30862 -1.95280 1.04240  0.033
H30 -5.65158 -2.13793 1.83503  0.011
H31 -6.24605 -1.23933 4.01629  0.006
H32 -4.61458 0.13904 5.32882  0.019
H33 -2.30518 0.36915 4.49024  -0.002
H34 0.89680 1.26552 3.27913  0.008
H35 2.39623 1.06739 5.26116  0.000
H36 2.37811 -1.00701 6.61316  0.000
H37 0.84706 -2.85794 6.00257  0.000
H38 -0.64347 -2.63321 4.06053  -0.007
N3 2.00987 -1.04207 0.53876  -0.051
N4 2.61291 -2.04191 -0.25067  0.010
C32 1.82619 -2.59075 -1.29159  -0.007
O1 2.18044 -3.64744 -1.78220  0.007
O2 0.82560 -1.85268 -1.63908  0.015
H39 2.63235 -0.25133 0.66429  0.003
H40 1.71487 -1.39695 1.44619  0.004
H41 3.20022 -2.70139 0.23460  -0.001
I1 3.40643 0.29346 -2.92524  0.001
I2 7.35009 0.34162 -3.20613  0.000
O3 -2.50232 -1.64455 -2.63179  0.040
C33 -2.59668 -0.87325 -1.68202  -0.018
O4 -1.58374 -0.18820 -1.20027  -0.030
C34 -3.91315 -0.59472 -1.03500  0.284
C35 -5.06936 -1.02242 -1.67941  -0.136
C36 -6.35091 -0.66423 -1.25949  0.230
C37 -6.38929 0.21817 -0.17641  -0.072
O5 -7.51544 0.79984 0.39421  0.000
C38 -7.02186 1.58417 1.47725  0.011
O6 -5.60897 1.52757 1.48096  0.023
C39 -5.27341 0.64551 0.46239  0.104
C40 -3.98821 0.09992 0.23818  -0.014
H42 -4.93584 -1.62529 -2.56925  -0.003
H43 -7.24648 -1.00048 -1.76186  0.032
H44 -7.40458 1.17770 2.42147  0.002
H45 -7.33984 2.62339 1.33691  0.000
H46 -3.12658 0.69581 0.52060  0.029

Cartesian forces (eV/Å) of the 6 atoms listed first:
Cr -0.5 0.1 -0.3
C 0.1 -0.1 0.0
Si 0.1 0.0 0.1
C -0.1 0.0 0.0
C 0.0 0.0 0.0
N -0.1 -0.1 0.0